(1)
This record from OMol25 describes a structure of composition C39H46As2B2F4N8O4Ru in a non-equilibrium geometry. The level of theory is ωB97M-V/def2-TZVPD.

Atoms and positions in Å:
Ru: 1.481 -0.975 2.013
C: 1.253 -0.147 6.179
C: 1.540 -0.222 4.726
N: 0.842 -0.944 3.905
O: -0.144 -1.724 4.330
B: -0.786 -2.474 3.209
F: -1.942 -3.014 3.594
F: -0.965 -1.470 2.144
O: 0.107 -3.498 2.614
N: 1.126 -2.969 1.937
C: 2.062 -3.736 1.477
C: 2.052 -5.212 1.612
C: 3.182 -2.988 0.865
N: 3.011 -1.707 0.881
O: 3.996 -0.894 0.487
B: 3.634 0.546 0.607
F: 4.463 1.324 -0.090
F: 2.268 0.621 0.131
O: 3.622 1.008 2.050
N: 2.731 0.374 2.804
C: 2.640 0.550 4.082
C: 3.522 1.447 4.868
C: 4.412 -3.653 0.374
H: 0.454 -0.835 6.439
H: 0.950 0.866 6.456
H: 2.143 -0.395 6.760
H: 1.128 -5.537 2.079
H: 2.891 -5.543 2.228
H: 2.161 -5.695 0.640
H: 4.249 1.941 4.229
H: 4.057 0.872 5.628
H: 2.936 2.196 5.406
H: 4.171 -4.537 -0.216
H: 5.009 -3.989 1.227
H: 5.015 -2.965 -0.212
C: -1.750 0.092 -3.229
C: -2.583 0.481 -2.005
As: -2.257 -0.619 -0.391
C: -2.427 -2.453 -1.028
C: -3.699 -2.969 -1.260
C: -3.824 -4.280 -1.697
C: -2.695 -5.064 -1.891
C: -1.429 -4.542 -1.668
C: -1.293 -3.232 -1.231
C: -3.800 -0.346 0.708
C: -4.503 0.859 0.693
C: -5.623 1.005 1.494
C: -6.009 -0.020 2.351
C: -5.298 -1.214 2.379
C: -4.189 -1.377 1.568
As: 0.203 -0.147 -2.975
C: 0.715 -1.031 -4.644
C: 1.239 -2.316 -4.666
C: 1.580 -2.898 -5.878
C: 1.394 -2.189 -7.058
C: 0.855 -0.911 -7.029
C: 0.515 -0.317 -5.823
C: 0.982 1.588 -3.157
C: 2.343 1.646 -3.503
C: 2.930 2.866 -3.763
C: 2.176 4.031 -3.633
C: 0.826 3.977 -3.276
C: 0.237 2.763 -2.994
H: -1.864 0.834 -4.021
H: -2.089 -0.863 -3.632
H: -3.644 0.356 -2.232
H: -2.424 1.523 -1.723
H: -4.582 -2.363 -1.106
H: -4.809 -4.687 -1.879
H: -2.804 -6.092 -2.211
H: -0.554 -5.159 -1.827
H: -0.311 -2.819 -1.015
H: -4.187 1.675 0.052
H: -6.200 1.918 1.452
H: -6.863 0.115 3.000
H: -5.599 -2.021 3.034
H: -3.632 -2.302 1.603
H: 1.376 -2.869 -3.744
H: 1.995 -3.896 -5.904
H: 1.672 -2.636 -8.002
H: 0.708 -0.362 -7.949
H: 0.097 0.683 -5.816
H: 2.929 0.737 -3.576
H: 3.971 2.919 -4.047
H: 2.650 4.993 -3.780
H: 0.245 4.888 -3.223
H: -0.804 2.720 -2.699
C: -1.693 5.624 0.390
C: -0.620 5.566 1.479
C: 0.776 5.399 0.881
C: -0.919 4.471 2.520
N: -0.649 3.122 2.028
C: 0.304 2.281 2.439
N: 0.190 1.160 1.755
N: -0.844 1.357 0.915
N: -1.352 2.520 1.079
H: -1.635 6.575 -0.137
H: -2.694 5.543 0.816
H: -1.561 4.819 -0.336
H: -0.650 6.505 2.035
H: 0.904 4.418 0.414
H: 1.558 5.532 1.630
H: 0.931 6.149 0.105
H: -1.968 4.517 2.810
H: -0.299 4.608 3.404
H: 1.058 2.536 3.162

The electronic energy is -197758.8517 eV. For the largest force on an atom, the calculation gives 1.4 eV/A. Its spin multiplicity is 6. As for the charge: +3. The orbital gap (alpha / beta) is 7.492 / 5.282 eV.

Löwdin population analysis, charges in e, atoms 1 to 2: 1.601, 0.041

(2)
This record from OMol25 describes a structure of composition C39H46IN9Ru. The level of theory is ωB97M-V/def2-TZVPD.

Atoms and positions in Å:
Ru: -1.056 0.447 1.400
C: -4.404 3.724 -1.899
C: -3.981 2.791 -0.809
C: -3.804 3.260 0.504
C: -3.498 2.398 1.540
C: -3.366 1.021 1.285
C: -3.516 0.550 -0.042
C: -3.781 1.438 -1.068
H: -3.992 4.723 -1.761
H: -5.493 3.822 -1.877
H: -4.130 3.350 -2.884
H: -3.952 4.312 0.716
H: -3.455 2.783 2.550
H: -3.519 0.316 2.107
H: -3.510 -0.511 -0.247
H: -3.914 1.065 -2.076
C: 5.855 -1.045 1.290
C: 4.851 -1.782 2.174
C: 4.864 -3.279 1.821
C: 5.236 -1.588 3.651
C: 3.439 -1.263 1.979
C: 2.370 -1.803 2.709
C: 1.090 -1.339 2.529
N: 0.807 -0.349 1.667
C: 1.812 0.198 0.958
C: 3.117 -0.238 1.088
C: 1.370 1.297 0.098
C: 2.197 2.023 -0.735
C: 1.703 3.092 -1.487
C: 0.340 3.376 -1.337
C: -0.448 2.624 -0.504
N: 0.048 1.592 0.201
C: 2.572 3.925 -2.411
C: 4.021 3.445 -2.420
C: 1.993 3.830 -3.833
C: 2.522 5.385 -1.925
H: 6.850 -1.451 1.466
H: 5.900 0.022 1.521
H: 5.640 -1.174 0.227
H: 5.872 -3.669 1.962
H: 4.584 -3.445 0.779
H: 4.198 -3.860 2.460
H: 6.250 -1.957 3.804
H: 4.582 -2.142 4.325
H: 5.216 -0.534 3.933
H: 2.534 -2.597 3.424
H: 0.259 -1.763 3.077
H: 3.890 0.232 0.499
H: 3.241 1.758 -0.799
H: -0.113 4.197 -1.875
H: -1.494 2.838 -0.363
H: 4.113 2.418 -2.780
H: 4.487 3.525 -1.435
H: 4.600 4.072 -3.097
H: 1.998 2.802 -4.201
H: 2.606 4.429 -4.505
H: 0.974 4.215 -3.889
H: 2.912 5.485 -0.911
H: 1.511 5.794 -1.951
H: 3.138 5.998 -2.582
C: -0.178 -2.121 -0.866
C: -1.164 -2.427 0.206
N: -1.624 -1.570 1.123
C: -2.549 -2.253 1.903
C: -2.630 -3.522 1.446
N: -1.761 -3.612 0.381
C: -1.624 -4.842 -0.448
N: -2.809 -5.093 -1.169
N: -3.896 -5.550 -0.472
N: -4.921 -5.493 -1.211
C: -4.566 -4.968 -2.441
C: -5.345 -4.734 -3.580
C: -4.706 -4.203 -4.665
C: -3.325 -3.919 -4.637
C: -2.543 -4.152 -3.525
C: -3.203 -4.683 -2.423
H: 0.002 -1.048 -0.924
H: -0.554 -2.443 -1.838
H: 0.774 -2.623 -0.685
H: -3.088 -1.804 2.720
H: -3.244 -4.357 1.742
H: -1.426 -5.670 0.230
H: -0.781 -4.713 -1.122
H: -6.398 -4.976 -3.593
H: -5.260 -4.015 -5.574
H: -2.859 -3.527 -5.532
H: -1.474 -3.979 -3.545
I: 1.566 4.589 5.148
C: 0.297 3.204 4.315
C: -0.869 2.688 4.859
N: -1.389 1.830 3.974
N: -0.610 1.744 2.868
C: 0.418 2.583 3.078
H: -1.354 2.877 5.804
H: -2.231 1.286 4.073
H: 1.190 2.713 2.339

The relative energy (zero: lowest compared OMol25 entry of this formula, charge and spin) is 75.5 kJ/mol. The electronic energy is -65259.2875 eV. For the largest force on an atom, the calculation gives 0.6 eV/A. Its spin multiplicity is 2. As for the charge: +3. The orbital gap (alpha / beta) is 5.289 / 4.633 eV.

Löwdin population analysis, charges in e, atoms 1 to 2: 1.394, -0.008

(3)
This record from OMol25 describes a structure of composition C39H47BF9N4PSbSr. The level of theory is ωB97M-V/def2-TZVPD.

Atoms and positions in Å:
Sr: 1.482 -1.377 0.460
B: 3.027 -4.768 0.865
N: 2.356 -4.216 2.166
C: 2.216 -4.874 3.319
C: 1.284 -4.219 4.109
C: 0.885 -3.143 3.329
N: 1.524 -3.149 2.148
N: 3.997 -3.705 0.244
C: 5.177 -3.959 -0.327
C: 5.604 -2.829 -1.014
C: 4.581 -1.914 -0.809
N: 3.609 -2.448 -0.055
H: 2.158 -5.025 0.059
H: 3.692 -5.719 1.168
H: 2.789 -5.768 3.500
H: 0.953 -4.488 5.097
H: 0.173 -2.365 3.568
H: 5.638 -4.925 -0.206
H: 6.519 -2.699 -1.562
H: 4.505 -0.892 -1.153
F: 6.659 3.577 -4.801
C: 5.613 4.354 -4.470
F: 5.184 4.954 -5.586
F: 6.071 5.305 -3.641
C: 4.529 3.537 -3.811
C: 4.813 2.929 -2.596
C: 3.839 2.170 -1.971
C: 2.588 2.007 -2.566
C: 2.313 2.627 -3.780
C: 3.284 3.395 -4.404
P: 1.377 0.952 -1.728
C: 1.487 -0.658 -2.593
C: 0.538 -1.646 -2.293
C: 0.733 -2.965 -2.681
C: 1.878 -3.303 -3.388
C: 2.795 -2.327 -3.743
C: 2.605 -1.013 -3.344
C: 2.157 -4.732 -3.781
F: 1.170 -5.555 -3.408
F: 2.305 -4.841 -5.111
F: 3.293 -5.164 -3.216
C: -0.263 1.590 -2.178
C: -1.009 1.106 -3.255
C: -2.278 1.600 -3.496
C: -2.802 2.588 -2.671
C: -2.062 3.097 -1.618
C: -0.796 2.588 -1.369
C: -4.197 3.089 -2.946
F: -4.644 3.898 -1.977
F: -5.061 2.063 -3.049
F: -4.249 3.768 -4.102
H: 5.785 3.058 -2.139
H: 4.050 1.713 -1.011
H: 1.339 2.517 -4.241
H: 3.074 3.881 -5.346
H: -0.388 -1.376 -1.785
H: 0.000 -3.723 -2.441
H: 3.675 -2.597 -4.313
H: 3.343 -0.265 -3.604
H: -0.605 0.336 -3.900
H: -2.864 1.217 -4.322
H: -2.480 3.857 -0.974
H: -0.228 2.970 -0.527
C: -5.647 2.330 2.709
C: -4.411 1.866 3.484
C: -3.954 3.017 4.382
C: -4.757 0.650 4.335
Sb: -2.857 1.562 1.964
C: -3.201 -0.509 1.270
C: -4.650 -0.560 0.781
C: -2.295 -0.747 0.057
C: -2.959 -1.619 2.288
C: -0.991 1.361 3.135
C: -1.080 0.624 4.469
C: -0.481 2.786 3.365
C: 0.013 0.642 2.236
H: -6.446 2.578 3.416
H: -6.030 1.568 2.031
H: -5.437 3.226 2.121
H: -4.780 3.310 5.038
H: -3.671 3.900 3.802
H: -3.114 2.743 5.021
H: -5.498 0.938 5.089
H: -3.890 0.253 4.865
H: -5.198 -0.153 3.743
H: -4.867 0.232 0.058
H: -5.358 -0.470 1.606
H: -4.841 -1.520 0.289
H: -2.327 0.067 -0.671
H: -2.587 -1.674 -0.453
H: -1.254 -0.871 0.381
H: -3.580 -1.511 3.176
H: -1.918 -1.655 2.616
H: -3.188 -2.592 1.837
H: -1.712 1.154 5.179
H: -0.083 0.549 4.920
H: -1.478 -0.387 4.364
H: -1.175 3.367 3.972
H: -0.336 3.322 2.423
H: 0.479 2.762 3.892
H: -0.225 -0.429 2.213
H: 1.027 0.761 2.653
H: 0.018 1.039 1.212

The relative energy (zero: lowest compared OMol25 entry of this formula, charge and spin) is 57.0 kJ/mol. The electronic energy is -88960.8015 eV. For the largest force on an atom, the calculation gives 0.4 eV/A. As for the charge: +1. The orbital gap is 7.584 eV.

Löwdin population analysis, charges in e, atoms 1 to 2: 1.404, -0.395